No. 1
9
Properties=species:S:1:pos:R:3:forces:R:3:lowdin_charge:R:1 method="wB97M-V/def2-TZVPD" relative_energy_kcal_mol=86.7 smiles="FC1=CC1.Cl" e_lumo_ev=0.693 energy_ev=-18411.314
F 0.368426 -0.899944 -1.424197 -3.60 2.78 0.19 -0.108
C -0.611508 0.116986 -1.070546 -0.62 -0.91 0.34 -0.098
C -0.944437 1.355730 -0.861641 1.73 0.51 -2.99 -0.062
C -2.100934 0.520760 -0.568588 2.18 -2.42 3.74 -0.066
H -0.827274 2.382719 -1.156058 0.55 0.19 0.41 0.103
H -3.046308 0.354485 -1.032529 -0.21 0.16 -0.99 0.069
H -2.116542 0.460569 0.569073 -0.99 -0.46 -1.39 0.093
Cl 2.509236 -0.369626 0.105300 0.68 0.09 0.49 0.314
H 1.748791 -1.259705 -0.411771 0.27 0.05 0.20 -0.245

***

No. 2
9
Properties=species:S:1:pos:R:3:forces:R:3:lowdin_charge:R:1 method="wB97M-V/def2-TZVPD" relative_energy_kcal_mol=48.3 e_lumo_ev=1.063 energy_ev=-18412.981
C 0.859974 -0.344023 -0.213051 0.67 2.01 -1.55 -0.095
C -0.243489 -0.349194 0.710893 -3.93 -3.52 0.96 -0.399
C -0.336987 0.725340 -0.271342 1.12 -2.55 0.45 -0.704
F -0.117157 -0.126637 2.098406 -0.18 -0.23 -1.96 -0.018
Cl -1.385212 0.493927 -1.577647 -1.27 0.47 -1.03 0.675
H 1.755256 0.322950 -0.123914 -0.52 -1.49 0.37 0.126
H 0.772455 -1.078234 -1.037617 0.62 0.59 0.73 0.104
H -1.190181 -1.314438 0.322442 3.14 2.92 1.93 0.225
H -0.114658 1.670308 0.091830 0.36 1.79 0.09 0.086

***

No. 3
9
Properties=species:S:1:pos:R:3:forces:R:3:lowdin_charge:R:1 method="wB97M-V/def2-TZVPD" relative_energy_kcal_mol=100.8 e_lumo_ev="-0.866 / -0.844" energy_ev=-18410.704
C 2.525215 -0.517494 -0.113353 -0.21 -1.31 0.23 -0.575
C 1.758054 0.548013 -0.069176 -3.22 1.28 1.13 -0.206
C -0.744464 0.533056 0.077587 4.29 -2.08 -2.07 0.184
F 2.058229 1.864346 0.074994 0.30 -1.64 -0.40 -0.008
Cl 4.304165 -0.435138 -0.077121 -1.05 -0.13 -0.09 0.539
H 2.012239 -1.550237 -0.090505 1.27 1.89 -0.19 0.094
H -0.618136 -0.182897 -0.725690 -0.69 -0.40 0.22 0.000
H -1.168828 0.222574 0.983664 -0.21 0.09 1.18 0.001
H -0.607265 1.459211 -0.352095 -0.46 2.31 -0.01 -0.029

***

No. 4
9
Properties=species:S:1:pos:R:3:forces:R:3:lowdin_charge:R:1 method="wB97M-V/def2-TZVPD" relative_energy_kcal_mol=88.3 e_lumo_ev=0.852 energy_ev=-18411.243
C -0.390377 -0.235823 0.630313 1.95 0.59 -0.39 -0.975
C -0.214979 -0.148941 -0.878198 -4.18 -3.24 -3.40 -0.176
C 0.735802 0.444671 0.003500 0.42 5.15 0.26 -0.198
H -0.045914 -1.301788 -0.940181 -0.39 2.19 -1.66 0.132
H -0.974868 0.424662 -1.792220 2.62 -1.89 3.19 0.193
H 0.131158 1.680852 -0.101501 3.55 -3.00 0.84 0.204
H 1.799797 -0.002630 0.221739 -1.97 1.80 -0.65 0.159
F 0.172935 -1.442532 0.968935 -1.08 -1.31 1.59 -0.053
Cl -1.213553 0.581529 1.887614 -0.91 -0.29 0.21 0.712

***

No. 5
12
Properties=species:S:1:pos:R:3:forces:R:3:lowdin_charge:R:1 method="wB97M-V/def2-TZVPD" relative_energy_kcal_mol=55.3 smiles="[H]/N=C(/O)Cl.C=C(F)F" e_lumo_ev=0.688 energy_ev=-24669.122
H -1.980991 -0.914046 2.008947 0.28 0.98 -0.87 0.078
N -1.538528 -1.132257 1.121858 -0.19 -1.60 -0.49 0.116
C -1.489778 -0.638804 -0.015715 0.83 -0.57 1.04 -0.914
O -0.988438 -1.295440 -1.105916 -0.46 1.25 -0.08 -0.021
Cl -1.792219 1.038808 -0.390089 -0.71 -0.14 -0.38 0.701
H -0.529066 -2.120599 -0.904102 -0.35 0.05 0.69 0.114
C 1.303909 1.492129 -0.541699 0.96 -3.82 1.94 0.061
C 1.440607 0.289592 0.094924 -0.65 3.96 0.10 -0.484
F 1.732144 -0.891328 -0.301422 0.46 -1.26 -1.04 0.162
F 1.214013 0.239318 1.416687 0.11 -0.04 -0.24 0.083
H 1.508467 1.690030 -1.547645 0.12 -0.03 -1.20 0.053
H 1.119885 2.242598 0.164173 -0.41 1.20 0.51 0.051

***

No. 6
15
Properties=species:S:1:pos:R:3:forces:R:3:lowdin_charge:R:1 method="wB97M-V/def2-TZVPD" relative_energy_kcal_mol=15.2 e_lumo_ev=-0.469 energy_ev=-31032.327
C -1.158918 0.773024 0.615917 1.43 -0.13 0.33 -0.074
C 1.132282 0.768213 -0.243228 -0.57 1.92 -0.92 -0.283
C -0.375498 -1.099425 -0.672494 1.44 -0.39 0.68 -0.682
N -1.248324 -0.648722 0.247706 -0.12 -0.38 0.68 0.046
N 0.256901 1.250316 0.756872 -3.36 -0.22 -0.68 -0.027
N 0.495294 -0.155129 -1.199275 -0.18 -0.15 0.94 -0.006
F 1.488890 1.872055 -0.998689 0.08 -0.57 -0.29 0.048
F 1.101913 -1.999148 0.641660 -1.51 0.79 -1.31 -0.476
F 0.688057 0.729124 1.945288 0.44 -0.44 1.36 -0.008
F 1.396878 -0.646409 -2.120857 -0.56 0.12 0.66 0.043
Cl -0.847296 -2.394187 -1.698057 0.53 0.24 0.67 0.812
H -1.586368 1.358304 -0.174636 -0.21 0.34 -0.44 0.129
H -1.642131 1.004312 1.564889 -0.09 -0.37 -0.23 0.140
H 1.917503 0.552782 0.417091 2.04 -1.80 -0.43 0.155
H -1.619184 -1.365112 0.917813 0.65 1.04 -1.05 0.183

***

No. 7
11
Properties=species:S:1:pos:R:3:forces:R:3:lowdin_charge:R:1 method="wB97M-V/def2-TZVPD" relative_energy_kcal_mol=70.5 smiles="N/N=C/C(Cl)=C/F" e_lumo_ev=0.134 energy_ev=-21392.182
N 3.250440 -0.239646 0.032499 0.10 3.16 4.94 -0.057
N 1.859319 -0.664409 0.171348 0.99 -1.56 0.71 -0.061
C 0.964400 0.024158 -0.386405 5.37 2.43 -0.88 -0.331
C -0.423634 -0.141405 -0.330221 -2.89 0.36 1.01 -0.606
Cl -1.006864 1.465265 0.084446 -0.90 -0.21 -0.28 0.692
C -1.199054 -1.229468 -0.201808 -0.07 2.25 1.06 -0.107
F -2.491818 -1.109592 0.241687 1.57 -0.47 -0.88 0.001
H 3.278454 0.858211 0.212241 -0.64 -1.83 -1.81 0.086
H 3.676941 -0.238644 1.122096 -1.37 -1.58 -3.31 0.138
H 1.468671 1.025033 -0.730389 -1.87 -1.30 -0.24 0.128
H -0.699600 -2.159101 -0.131041 -0.29 -1.25 -0.32 0.117

***

No. 8
13
Properties=species:S:1:pos:R:3:forces:R:3:lowdin_charge:R:1 method="wB97M-V/def2-TZVPD" relative_energy_kcal_mol=21.9 e_lumo_ev=0.458 energy_ev=-25489.400
N -1.490556 1.486021 -0.610795 -2.67 -0.17 0.10 0.175
C -0.853992 0.855342 0.379796 1.54 -0.82 -0.24 -0.533
O -1.640220 0.159202 1.210060 1.09 -1.73 1.03 0.058
C 0.492339 0.753285 0.431912 2.14 0.25 1.64 -0.626
F 1.477302 1.326664 -0.381483 -2.01 -0.42 0.57 -0.032
Cl 1.298168 0.082786 1.888786 -0.71 0.63 -0.72 0.669
H -0.880481 1.792491 -1.301371 0.86 0.78 -1.57 0.083
H -2.383823 1.066368 -0.943716 1.28 0.44 0.47 0.148
H -1.061450 -0.597633 1.577428 -1.38 1.71 -0.50 0.129
N 1.724475 -2.148804 -0.299279 0.61 0.62 0.61 0.179
C 0.827601 -1.482039 -0.780524 1.63 -2.46 -0.11 -0.480
O -0.082907 -1.235129 -1.458568 -0.84 0.77 -0.43 0.139
H 2.573549 -2.058553 0.287756 -1.53 0.41 -0.84 0.093